Record 1
DFT (ωB97M-V/def2-TZVPD) results for a structure of composition C62H67BN11O7PW in a non-equilibrium geometry.

Values from the calculation:
**Net charge**: +2
**Molecular weight**: 1303.91 g mol⁻¹
**ΔE to the lowest compared entry with this formula, charge and spin**: 33.1 kJ/mol
**Gap between HOMO and LUMO (alpha / beta)**: 6.645 / 6.647 eV
**Total energy**: -3964.48420 hartree

```
150
C62H67BN11O7PW (ωB97M-V/def2-TZVPD)
C 2.608 -1.233 -0.235
C -4.011 1.077 -1.942
H -1.442 -0.449 3.611
W -0.092 0.195 0.629
H 2.251 -4.536 1.494
C 3.738 1.220 -2.070
H 2.341 5.805 -3.497
H 0.706 -6.107 1.156
H -0.934 4.757 2.093
C -3.145 -2.668 1.921
H -0.690 -0.738 5.942
C -0.270 3.361 3.649
N -2.464 -1.579 1.555
C 0.045 -0.621 5.156
C 5.644 1.628 -3.513
C 2.138 3.768 -2.872
C -0.771 4.083 4.911
H 1.124 -5.175 3.565
O -2.216 -1.911 -1.393
H -1.005 -5.953 1.540
H 3.671 1.299 -4.230
C -2.603 4.152 -1.228
H 5.669 -1.726 1.100
C 6.476 1.748 -2.408
C 4.492 -0.846 3.427
H 1.946 -2.900 2.052
C -4.620 -2.768 2.154
C 1.386 -0.610 5.430
C -1.027 -1.981 -1.475
H 0.024 4.736 5.275
H -1.642 4.710 4.706
N -1.401 1.429 2.183
C -4.181 0.164 -0.933
C 0.890 3.394 -0.847
H -0.708 0.810 -3.157
C 4.620 -1.456 1.016
H 0.147 5.174 0.115
C 1.236 5.637 -1.661
C 1.940 5.134 -2.746
H -2.409 -3.218 -3.308
H 4.135 -0.623 5.503
C -2.611 2.362 3.807
C 1.056 2.707 4.055
C -1.411 -3.624 -3.245
N -3.118 0.253 -0.142
O -0.164 -1.084 -0.923
C 0.767 -3.646 -2.273
H 1.747 3.483 4.399
C -3.782 3.455 -3.261
C 1.754 -0.421 3.075
C 4.291 1.371 -3.348
C 5.939 1.622 -1.137
N 1.915 -0.730 0.757
H 2.411 -2.121 -5.601
H 4.194 1.276 0.031
C -4.800 1.051 3.507
C 2.568 -0.641 1.935
C -3.385 1.405 3.187
H -0.461 2.893 -2.792
C -0.009 4.454 2.595
H 1.526 2.178 3.239
C 0.703 4.771 -0.724
O -1.677 -6.171 -5.690
H -5.143 1.686 4.321
H -1.484 -0.389 -5.138
N -2.187 1.141 -0.619
C 3.920 -0.954 2.112
C 1.556 -3.696 1.426
C 1.608 2.892 -1.932
C 3.711 -0.645 4.505
O -3.111 -4.666 -5.081
N 2.469 -5.257 -3.019
N -2.640 0.855 2.229
H -2.608 5.160 -1.654
O 3.276 -4.656 -2.319
H 4.410 -2.060 -1.026
O 2.366 1.936 0.890
C -0.384 -0.456 3.841
H 6.576 1.730 -0.266
C -0.447 -0.478 -4.829
C -1.365 2.365 3.186
H 0.535 -3.553 3.975
C 0.261 2.521 0.182
C 1.728 -1.452 -5.086
H -4.899 0.011 3.821
H -0.367 -5.198 0.076
C 0.310 -4.461 3.403
C -0.148 -5.426 1.123
H 3.198 -0.887 -3.652
C -1.362 3.248 -3.259
H -1.507 2.693 -4.188
B -3.153 -0.246 1.295
C -1.040 -4.672 -4.057
H -1.018 3.379 5.710
H -1.217 4.302 -3.517
C -2.585 3.106 -2.357
H -4.721 3.499 -2.705
H 1.501 -3.320 -1.572
C -2.240 -3.685 2.040
C 2.287 -0.529 4.360
H 1.093 6.705 -1.547
O 2.709 -6.262 -3.647
N 0.443 -0.317 2.826
H 0.896 2.019 4.885
H -3.887 2.751 -4.090
H -4.975 -2.057 2.901
C -0.982 -3.163 1.736
H 2.066 -1.349 -1.156
C 1.101 -4.702 -3.102
C -5.337 -0.759 -0.747
H -0.628 2.935 0.622
H -5.456 1.208 2.650
N -1.122 -1.838 1.430
H 2.692 3.391 -3.719
H -3.602 4.442 -3.691
H -4.295 -0.419 1.568
C 0.217 -5.238 -4.007
C -2.811 1.735 -1.697
P 1.897 1.084 -1.833
H -6.037 -0.613 -1.566
H 0.722 4.131 1.857
N 1.011 1.875 1.099
C 4.584 1.365 -0.972
N -2.028 -5.218 -5.023
H -5.185 -2.602 1.238
H 2.543 2.864 0.673
H -2.467 -4.700 2.325
C 0.193 -4.141 1.902
H -3.508 4.031 -0.625
H 0.078 -1.845 -6.406
H -1.745 4.068 -0.569
H -4.842 -3.772 2.509
H -0.609 -4.895 3.800
H -4.730 1.284 -2.718
H 0.406 5.337 3.087
H -5.000 -1.797 -0.760
H 0.490 -6.065 -4.647
C 3.937 -1.628 -0.155
H 5.560 -0.999 3.536
H -2.939 2.984 4.622
C 1.337 0.171 -3.327
C 2.180 -0.736 -3.984
H 1.749 -0.701 6.449
H 6.044 1.746 -4.513
H 7.533 1.946 -2.540
H 1.512 -3.382 0.392
C 0.423 -1.302 -5.532
C -0.001 0.226 -3.721
C -0.493 -3.088 -2.344
H -5.868 -0.577 0.189
```

Atom charges from the Löwdin analysis, given in e for atoms 1 to 6: -0.20, 0.03, 0.12, 1.85, 0.11, -0.32

Record 2
DFT (ωB97M-V/def2-TZVPD) results for a structure of composition C62H76N5O4PReS2.

Values from the calculation:
**Spin multiplicity**: 2
**Molecular weight**: 1236.64 g mol⁻¹
**ΔE to the lowest compared entry with this formula, charge and spin**: 28.0 kJ/mol
**Gap between HOMO and LUMO (alpha / beta)**: 6.151 / 6.498 eV
**Total energy**: -4198.98987 hartree
**<S²>**: 0.76

```
151
C62H76N5O4PReS2 (ωB97M-V/def2-TZVPD)
H -5.747 -4.341 1.551
C -1.125 5.971 -4.406
C 0.420 -0.356 3.868
C 5.249 0.037 0.703
H -0.408 5.281 4.975
H 2.891 2.116 -2.450
C -4.620 -3.790 3.300
O -0.719 1.233 -0.895
H 0.423 0.472 5.890
H -1.911 6.197 4.753
H 3.073 2.002 1.124
H -1.169 6.045 -3.316
C -4.304 0.622 -0.900
N -5.682 -1.296 -0.538
H -2.540 -4.098 6.534
H 5.512 -1.015 0.590
C 4.508 1.978 -0.476
H -1.736 -4.510 -0.137
C 5.452 0.111 -1.693
C -3.137 -4.198 5.633
C 2.068 2.683 -2.022
N -6.075 -2.054 0.362
C 3.193 2.433 0.129
H -3.719 5.282 -4.889
H 2.320 -0.674 2.822
H -3.961 -3.443 -0.293
H 4.521 0.111 1.516
N 1.915 2.201 -0.619
H -1.797 3.437 6.015
N -0.713 -1.349 -0.471
H 5.290 2.426 0.157
C 2.619 -3.888 1.826
H -4.051 -4.747 5.867
C 0.877 2.518 -2.924
H 7.067 -5.538 0.060
H -3.272 4.352 5.682
H -1.443 0.361 -6.791
C 1.939 -0.606 3.841
C -1.787 -0.301 -5.992
H -1.091 1.694 4.838
H -1.917 -1.299 -6.418
C -0.308 -1.504 3.145
H 1.373 4.026 0.246
H 0.678 -7.232 1.761
H 0.084 3.219 -0.617
C -3.155 -1.431 -0.410
C 7.070 -4.347 -1.724
H -3.065 2.380 -1.227
C 6.476 -4.935 -0.618
H -5.243 1.130 -1.091
C -1.572 4.617 -6.435
H -3.530 3.523 -4.793
C 0.506 1.240 -3.291
C 6.301 -3.592 -2.603
C 0.513 -1.012 -5.400
C -1.945 -0.727 -0.526
C -5.277 -3.532 2.101
H 1.258 -1.151 -4.616
C -0.462 1.019 -4.279
H -3.120 2.692 5.093
H -1.741 6.774 -4.819
C -4.366 -0.706 -0.561
H -0.531 4.628 -6.770
C -0.777 -0.381 -4.844
C 1.222 -6.295 1.780
H 6.481 0.508 -1.696
C -4.801 -1.192 2.322
C 1.463 -5.609 0.593
H -0.821 5.933 3.384
H 0.102 -1.659 2.147
H 0.504 4.605 -3.101
H 4.955 0.431 -2.612
H -2.566 -4.747 4.880
C -1.118 2.152 -4.752
H -0.590 4.467 1.641
H -0.652 -1.550 -3.000
H 4.341 -2.834 -3.048
H -3.806 -0.611 4.135
C -3.139 4.472 3.002
H 8.129 -4.482 -1.906
C 0.200 3.618 -3.433
C -1.901 0.665 -0.781
H -0.198 -2.437 3.708
C -1.980 4.173 3.964
H -2.074 5.501 -6.841
H -1.905 2.013 -5.483
C -3.091 1.326 -0.974
C -2.572 3.623 5.265
H 4.670 -5.224 0.496
H -3.860 5.147 3.473
C -3.063 -2.838 -0.295
S 1.443 -4.179 -2.441
C 0.079 0.992 3.205
C -1.838 -3.436 -0.225
C -1.647 4.623 -4.900
H -1.375 -1.285 3.052
C -5.326 -2.252 1.580
H 1.508 -6.323 3.906
H 3.154 -2.945 1.836
O 1.130 0.207 -2.620
H 4.638 2.419 -1.464
C -0.439 3.483 2.084
H 2.349 3.742 -2.004
H -2.056 3.735 -6.861
C 2.165 -4.408 0.612
C 4.352 -3.973 -1.229
H 3.284 3.518 0.251
H 0.347 -1.293 5.801
C 0.506 1.293 1.904
C 0.340 2.570 1.383
P 2.586 -3.594 -0.972
H -3.656 3.549 2.728
C -1.378 -1.305 -3.772
C -4.072 -2.736 4.018
C -4.197 -1.430 3.539
H -2.766 0.044 -5.647
H 0.941 -0.377 -6.181
C -0.837 3.455 -4.336
H -1.094 -0.346 5.453
H 5.499 -0.978 -1.701
H 2.467 0.201 4.358
O 1.108 0.302 1.170
H -2.786 4.945 2.081
H 6.757 -3.145 -3.478
H 2.167 -1.545 4.357
H -4.891 -0.178 1.951
N 4.681 0.544 -0.541
H 0.285 -3.115 -0.247
C 0.905 3.054 0.068
H 1.114 -5.998 -0.358
H 6.156 0.597 0.991
H -0.093 6.142 -4.725
C 2.383 -4.581 3.007
O -3.419 -2.878 5.197
C 5.118 -4.751 -0.368
H -4.564 -4.806 3.670
C -3.110 4.477 -4.464
C 1.686 -5.784 2.983
C -0.008 -0.368 5.338
H 0.292 -1.993 -5.830
C 4.950 -3.410 -2.360
H -3.193 4.523 -3.373
H -2.258 -0.842 -3.311
H -1.687 -2.249 -4.232
C -0.708 1.938 3.858
C -1.234 5.475 4.286
C -0.679 -2.657 -0.303
C -1.027 3.176 3.300
H 2.744 -4.179 3.947
Re 0.915 -0.023 -0.719
S 2.783 -1.558 -0.643
```

Atom charges from the Löwdin analysis, given in e for atoms 1 to 6: 0.12, -0.07, -0.51, -0.12, 0.09, 0.12

Q: The lowest ΔE to the lowest compared entry with this formula, charge and spin belongs to which entry?
A: C62H76N5O4PReS2

Q: Look up the molecular weight of the first one.
A: 1303.91 g mol⁻¹

Q: Which of these has the lowest total energy?
A: C62H76N5O4PReS2

Q: What is the molecular weight in the first record?
A: 1303.91 g mol⁻¹